No. 1
{"formula": "C30H39MoN6O2S4", "method": "ωB97M-V/def2-TZVPD", "symbols": ["H", "C", "H", "C", "H", "H", "O", "H", "H", "C", "S", "H", "H", "N", "H", "C", "H", "H", "C", "H", "H", "N", "S", "N", "C", "C", "C", "H", "C", "C", "H", "H", "H", "C", "H", "H", "N", "H", "C", "C", "H", "C", "C", "Mo", "C", "H", "H", "N", "C", "H", "S", "C", "S", "C", "C", "C", "H", "O", "C", "H", "C", "H", "H", "H", "C", "H", "H", "C", "C", "H", "H", "H", "H", "H", "H", "H", "C", "C", "N", "C", "C", "H"], "coordinates": [[3.92977, -1.39357, -2.72339], [-1.14367, -1.55415, 2.40783], [3.48630, -3.13676, -4.35826], [2.82764, 0.69076, -1.62738], [-4.64818, 1.84312, 1.53987], [2.37869, 0.77653, -2.61805], [1.69411, 1.74018, 0.75958], [1.99502, -0.57435, 3.84118], [2.70397, 1.63494, -1.09645], [2.00651, -1.54120, -1.77006], [-1.72276, -0.15354, 1.55644], [2.35937, 6.77406, 3.49084], [-3.95526, 0.96472, -3.07664], [-0.73494, 2.23960, 0.53635], [1.71680, -3.03765, 3.42696], [-0.95883, 0.79600, -4.78225], [-0.90537, 1.94793, -1.92367], [3.01815, -1.88575, 2.08009], [2.73180, -2.89744, -3.62490], [1.89622, -2.50167, 0.84394], [-3.10243, -0.93651, -5.17113], [0.02641, 3.17476, 1.15221], [-3.23845, 1.78014, -0.38234], [-0.51061, 1.00419, -1.93967], [1.62498, 0.02174, 3.00272], [-2.05427, -2.41460, 3.01565], [-4.58840, 2.46538, 0.64583], [3.89951, 0.51806, -1.76258], [2.23066, 3.80590, 1.85738], [-4.25073, 3.90053, 0.97285], [4.74950, 6.17460, 3.61057], [-5.51554, 2.39352, 0.08131], [-1.22490, -0.81502, -2.30030], [-3.18698, 1.33368, -3.74916], [5.54068, 4.06820, 2.57624], [-3.22226, -1.44443, -3.48500], [2.18633, -0.40292, -0.87448], [2.41631, 0.68723, 2.66129], [0.81262, -2.26151, -1.73511], [1.52147, -3.57418, -3.62075], [-0.03223, 4.75159, 1.96169], [0.66211, -2.84702, 3.30164], [4.49375, 4.32880, 2.54093], [0.24149, 0.32298, 0.19094], [2.97823, -1.90189, -2.69683], [-1.73102, -1.72772, -4.39594], [-2.31759, -4.12579, 4.25664], [1.16878, -0.84863, 1.91006], [3.04722, -0.77310, 0.26394], [-4.41043, 4.57339, 0.13101], [-0.39517, -1.90654, -0.52143], [0.22721, -1.78296, 2.52184], [-2.48453, 3.99002, 1.43290], [1.79117, 5.01812, 2.42969], [3.59487, 3.49278, 1.91774], [2.71905, 5.85465, 3.05689], [-1.37361, 0.74614, -5.78457], [0.51860, 5.41998, 2.41766], [-2.55558, -1.03351, -4.23788], [3.42487, 0.14620, 0.72218], [-1.60568, -3.47006, 3.78108], [0.11903, -4.49112, 4.54532], [-0.35835, -3.81573, -2.61333], [-3.10931, -2.24462, 2.87013], [4.05041, 5.51566, 3.11724], [-3.61431, 1.45720, -4.73943], [0.78132, 0.62396, 3.35194], [-0.24492, -3.68013, 3.93280], [-2.03304, 0.33218, -3.79038], [-4.82205, 4.25467, 1.82919], [0.28293, 1.04072, -2.59955], [-0.65445, 1.82608, -4.60601], [3.90679, -1.36488, -0.08336], [1.31859, -4.33412, -4.35957], [3.93744, 2.57243, 1.46574], [-0.08498, 0.14479, -4.75689], [1.29431, 2.86731, 1.23260], [-1.99719, 2.58670, 0.51386], [-1.53992, 0.14575, -2.41598], [2.29557, -1.59128, 1.30909], [0.57540, -3.27620, -2.66205], [-2.85614, 2.30511, -3.39239]], "forces_ev_per_angstrom": [[0.09, 0.07, -0.02], [0.35, -0.09, 0.13], [0.07, -0.03, -0.04], [0.21, 0.78, -0.23], [-0.06, 0.08, -0.01], [0.04, -0.09, 0.07], [0.25, -1.15, -0.46], [-0.04, -0.04, -0.11], [0.09, -0.21, -0.03], [-0.42, -0.66, -0.51], [0.46, 0.06, -0.23], [-0.08, 0.08, 0.04], [-0.14, -0.01, 0.03], [-1.05, -0.48, -0.54], [0.13, -0.03, 0.03], [-0.20, -0.08, 0.23], [0.23, -0.17, 0.18], [-0.13, 0.02, -0.06], [0.08, -0.05, -0.04], [0.07, 0.22, 0.18], [-0.06, 0.00, -0.08], [0.98, 1.12, 0.85], [-0.32, 0.10, 0.15], [0.42, -0.12, -0.16], [0.36, 0.67, 0.53], [0.19, 0.10, -0.06], [0.30, -0.14, -0.10], [-0.11, -0.08, 0.02], [0.00, 0.00, 0.02], [0.40, 0.17, 0.03], [0.04, 0.04, 0.03], [0.01, -0.09, -0.05], [-0.01, 0.32, 0.20], [0.19, -0.23, -0.13], [0.06, -0.04, 0.00], [-0.13, -0.10, 0.09], [-0.30, -0.04, -0.05], [-0.08, -0.05, 0.02], [0.19, 0.30, 0.10], [0.03, -0.02, 0.02], [0.13, -0.06, -0.04], [0.15, 0.13, -0.19], [0.19, -0.17, -0.11], [-0.54, 0.11, -0.14], [0.03, 0.13, 0.05], [0.08, -0.09, 0.01], [-0.05, -0.09, 0.06], [-0.36, 0.00, -0.21], [0.41, -0.18, 0.88], [-0.08, -0.09, -0.02], [-0.12, 0.03, 0.20], [-0.83, -0.53, 0.43], [-0.30, -0.20, -0.12], [0.16, -0.16, -0.03], [-0.05, 0.03, 0.08], [-0.08, 0.03, -0.02], [0.02, 0.06, -0.15], [-0.16, 0.24, 0.12], [0.12, 0.19, 0.19], [-0.06, -0.09, -0.17], [0.02, -0.05, 0.03], [0.01, -0.07, 0.01], [-0.11, -0.04, -0.02], [-0.13, 0.05, 0.03], [-0.16, -0.07, -0.08], [-0.07, 0.09, -0.15], [0.10, -0.06, -0.06], [0.03, -0.06, 0.04], [-0.02, 0.31, -0.41], [0.00, 0.03, 0.01], [-0.31, 0.03, 0.19], [0.09, 0.13, 0.00], [-0.15, 0.17, -0.01], [0.01, -0.09, -0.05], [0.00, -0.07, -0.03], [0.13, -0.08, 0.02], [-1.04, 0.65, 0.12], [0.20, 0.39, 0.18], [-0.20, -0.59, -0.24], [0.65, -0.37, -0.49], [0.13, 0.08, 0.07], [0.03, 0.20, 0.04]], "spin_multiplicity": 3, "orbital_gap_ha": [0.2634, 0.2488], "total_charge": 1, "s_squared": 2.0216}

***

No. 2
{"formula": "C30H40As2Cl2LiN3O13", "method": "ωB97M-V/def2-TZVPD", "symbols": ["O", "H", "H", "H", "H", "C", "O", "H", "H", "C", "H", "C", "C", "C", "H", "O", "O", "O", "H", "O", "H", "H", "H", "C", "H", "H", "Li", "H", "O", "H", "C", "C", "C", "H", "C", "H", "H", "C", "As", "C", "C", "C", "H", "N", "H", "H", "H", "C", "C", "H", "Cl", "H", "C", "C", "C", "C", "H", "H", "H", "N", "C", "H", "H", "C", "H", "C", "H", "O", "C", "C", "H", "O", "N", "H", "O", "O", "C", "H", "Cl", "C", "C", "O", "H", "H", "H", "C", "O", "As", "C", "H", "H"], "coordinates": [[-2.45158, 2.06817, 1.40774], [-1.33874, 7.32085, 3.25905], [-3.03311, -4.87765, 1.62817], [0.24347, -7.70900, -1.14269], [1.96391, -7.91642, -1.44829], [-0.92659, 6.94238, 2.32737], [4.43939, 3.16377, 1.42006], [1.17062, -1.76810, -0.81524], [-4.65941, 3.39570, 1.19791], [-3.95767, 4.20965, 1.36730], [-0.87139, 2.65539, 2.98232], [3.63082, -2.47994, 1.02827], [-2.66453, -3.86468, 1.50844], [0.72803, 1.14429, -1.13867], [-2.74789, 8.00523, -0.50046], [1.13886, 7.32246, -0.28065], [2.07807, 5.12774, 2.37391], [0.39845, 6.51721, 2.63607], [-2.37956, 6.27619, -0.30532], [-2.82489, 4.07970, 0.49613], [-1.10791, -5.99513, 0.02295], [-1.45183, -1.77645, -0.84103], [-0.02454, -3.96770, 0.85433], [0.35023, -4.84075, -1.08240], [-1.88416, 0.43107, -1.43777], [-0.11566, -6.33747, -3.36377], [3.38935, 0.40217, 0.09372], [-0.90341, 7.75117, 1.59721], [3.34301, 1.16934, 2.08135], [-3.15802, -4.96248, -0.89979], [1.31030, -5.88529, -1.73828], [-1.04829, 2.79387, -0.39659], [0.09811, 6.78581, -0.53483], [1.51374, 3.53726, -1.90103], [-1.79300, -2.12082, 0.12745], [4.56256, -2.30033, 1.53867], [-4.41210, 5.16483, 1.12079], [1.01796, 5.53115, 1.97405], [0.96061, 2.88660, 1.20454], [0.81957, -4.38575, 0.31304], [1.22040, -7.23946, -1.02432], [-0.08737, 1.86168, -0.17618], [-1.28167, -6.12587, -1.70779], [1.88655, -3.40115, 0.34856], [-1.54234, 6.12111, 1.96246], [-2.94002, -3.37085, 3.58591], [-2.20777, -3.83240, -1.84363], [0.35505, 4.77428, 0.85702], [1.92742, -2.16853, -0.16346], [1.43541, -7.15646, 0.04221], [4.63840, 1.79263, 1.76242], [-3.64020, 4.19223, 2.40864], [-2.25984, 7.14266, -0.95359], [-2.23988, -3.43231, 0.25503], [-1.74485, -1.26390, 1.21879], [-2.14552, -1.73378, 2.45897], [1.18345, -5.23991, 0.87795], [0.47853, 1.52229, 3.21484], [-1.54512, -0.21673, -3.06317], [2.97623, -3.61185, 1.12290], [-2.61555, -3.02841, 2.61294], [1.52004, -6.92580, -3.61382], [-1.40185, -0.24005, 1.12010], [-2.22497, -4.39311, -0.90832], [0.70080, 3.22667, 3.65180], [-0.12383, 5.32296, -0.26482], [3.17329, -5.42423, -0.68487], [0.30524, -3.65492, -1.87927], [0.72393, 3.78775, -2.60618], [-2.13977, 2.92772, 0.62370], [-1.57634, 1.53483, -2.80221], [1.92327, 0.93694, -1.04698], [3.02538, -1.55550, 0.23675], [-2.70905, 6.93653, -1.92234], [5.54509, 1.63899, 2.84480], [5.12279, 1.05002, 0.58391], [0.93818, -6.09418, -3.21452], [1.19092, -5.22401, -3.82625], [-2.06711, -0.68798, 3.84345], [0.20952, 2.54545, 2.95836], [2.76672, -5.40837, -1.69542], [0.09375, 0.47576, -2.12846], [1.02802, 4.66452, -3.17798], [0.56846, 2.96368, -3.30204], [2.86820, -4.39756, -2.09317], [-1.31467, 0.57524, -2.35523], [-0.88384, 7.48412, -1.14554], [-0.95920, 4.25410, -1.72057], [-1.07565, -5.41632, -0.90504], [3.37881, -6.07421, -2.30719], [0.13980, -3.90835, -2.79326]], "forces_ev_per_angstrom": [[0.01, 0.02, 0.01], [-0.01, 0.00, 0.00], [0.01, 0.00, 0.00], [0.00, 0.00, 0.00], [0.00, 0.00, 0.00], [0.01, 0.03, 0.02], [0.01, -0.07, 0.02], [0.03, 0.00, 0.02], [0.00, 0.00, 0.00], [-0.02, 0.01, 0.01], [-0.02, 0.01, -0.01], [0.01, -0.01, -0.05], [0.00, 0.01, 0.01], [-0.02, -0.12, 0.02], [0.02, 0.01, 0.00], [0.02, 0.00, -0.06], [0.06, 0.00, -0.03], [0.01, -0.02, -0.06], [0.00, 0.02, -0.02], [0.02, -0.03, 0.01], [0.01, 0.00, 0.00], [0.02, -0.01, -0.01], [-0.01, -0.02, 0.03], [-0.04, 0.03, 0.01], [0.00, 0.00, 0.00], [0.01, 0.00, -0.01], [-0.17, -0.12, -0.03], [0.01, 0.00, 0.00], [-0.04, 0.03, -0.10], [0.01, 0.00, -0.02], [0.01, -0.01, -0.01], [-0.02, -0.06, -0.03], [-0.05, -0.01, 0.11], [0.01, 0.00, 0.00], [-0.01, -0.02, 0.03], [0.00, -0.01, -0.01], [0.00, 0.00, 0.00], [-0.10, 0.02, 0.09], [0.02, -0.02, -0.07], [0.01, -0.01, -0.02], [0.00, 0.02, 0.00], [-0.03, 0.13, 0.07], [0.00, -0.01, 0.02], [-0.03, 0.01, -0.04], [-0.01, -0.02, 0.00], [0.01, -0.01, 0.00], [0.00, 0.01, 0.01], [-0.01, 0.01, -0.05], [0.01, 0.01, 0.02], [-0.01, 0.00, 0.00], [0.09, -0.04, -0.09], [0.01, 0.00, 0.00], [-0.01, 0.01, 0.01], [-0.02, -0.03, 0.00], [0.04, 0.05, 0.01], [-0.02, -0.03, -0.02], [0.01, 0.01, 0.02], [0.01, -0.01, -0.01], [0.00, -0.01, 0.00], [0.01, 0.01, 0.04], [0.00, 0.01, -0.02], [0.00, 0.00, 0.00], [-0.01, -0.02, -0.01], [0.02, 0.01, 0.01], [0.00, 0.00, 0.00], [0.01, -0.01, 0.02], [0.00, 0.01, 0.01], [-0.03, -0.03, -0.05], [0.01, 0.00, 0.01], [-0.02, 0.02, 0.01], [0.00, 0.00, -0.01], [0.16, 0.08, 0.05], [0.03, 0.01, 0.07], [0.00, -0.02, 0.00], [-0.02, -0.05, 0.02], [0.00, 0.21, 0.11], [0.00, -0.01, 0.00], [0.00, 0.00, -0.01], [0.01, 0.02, -0.01], [0.03, -0.03, 0.02], [-0.02, -0.01, 0.00], [-0.05, 0.00, -0.01], [0.00, 0.00, 0.00], [0.00, 0.00, -0.01], [0.00, 0.00, 0.00], [0.02, 0.04, 0.00], [0.01, 0.00, 0.00], [-0.01, 0.00, -0.04], [-0.02, -0.01, -0.04], [0.00, 0.00, 0.01], [0.00, 0.01, 0.01]], "orbital_gap_ha": 0.2642, "total_charge": 0}